A cluster of 11 separate species, C73H77F10NO5 in total at a distorted geometry, computed with the ωB97M-V functional and the def2-TZVPD basis.

ORCA input file:
```
! wB97M-V def2-TZVPD RIJCOSX def2/J DEFGRID3
* xyz 0 1
C 3.946 -2.145 1.219
O 3.946 -0.722 0.971
C 3.371 -0.029 2.090
C 1.888 0.513 1.812
O 0.940 -0.530 1.585
C 1.442 1.229 3.195
C 0.082 2.016 2.947
C -0.828 2.127 4.276
O 0.281 3.382 2.481
O 1.903 1.546 0.833
C 1.475 1.104 -0.477
C -0.077 1.439 -0.646
C -1.027 0.175 -0.792
C -2.482 0.753 -1.197
C -3.297 1.326 0.045
N -3.399 0.413 1.214
C -4.082 -0.837 0.901
C -5.525 -1.031 1.547
O -3.631 -1.764 0.220
H 4.011 -2.641 0.198
H 4.782 -2.494 1.897
H 2.973 -2.454 1.728
H 4.047 0.834 2.410
H 3.334 -0.720 3.002
H 0.449 -0.750 2.394
H 2.290 1.866 3.583
H 1.213 0.437 3.986
H -0.565 1.434 2.206
H -1.524 1.220 4.284
H -1.493 3.032 4.124
H -0.181 2.185 5.197
H 1.254 3.472 2.457
H 1.763 0.049 -0.748
H 2.017 1.777 -1.226
H -0.403 2.165 0.173
H -0.194 2.035 -1.615
H -1.194 -0.405 0.161
H -0.704 -0.463 -1.668
H -2.349 1.625 -1.923
H -3.075 -0.075 -1.677
H -4.364 1.509 -0.323
H -2.931 2.349 0.392
H -2.507 0.270 1.692
H -5.557 -0.512 2.561
H -6.331 -0.550 0.915
H -5.761 -2.126 1.706
F 1.893 0.351 -4.513
C 3.089 0.950 -4.642
C 3.155 2.333 -4.683
C 4.392 2.954 -4.810
C 5.548 2.185 -4.907
C 5.469 0.796 -4.871
C 4.233 0.175 -4.732
H 2.243 2.915 -4.614
H 4.455 4.036 -4.835
H 6.512 2.671 -5.011
H 6.369 0.200 -4.950
H 4.153 -0.905 -4.692
F 5.894 7.756 -3.783
C 5.847 6.975 -2.692
C 4.618 6.570 -2.199
C 4.569 5.757 -1.073
C 5.750 5.368 -0.446
C 6.978 5.785 -0.947
C 7.029 6.590 -2.081
H 3.709 6.889 -2.696
H 3.613 5.427 -0.682
H 5.711 4.737 0.435
H 7.896 5.485 -0.456
H 7.976 6.917 -2.490
F -6.587 -6.958 2.939
C -6.306 -6.423 1.735
C -5.623 -5.220 1.668
C -5.329 -4.670 0.425
C -5.732 -5.326 -0.735
C -6.421 -6.532 -0.655
C -6.706 -7.087 0.587
H -5.326 -4.721 2.583
H -4.788 -3.732 0.361
H -5.506 -4.894 -1.705
H -6.737 -7.038 -1.559
H -7.233 -8.027 0.668
F -5.877 -9.831 0.599
C -6.347 -10.527 1.649
C -6.375 -9.935 2.901
C -6.866 -10.655 3.984
C -7.314 -11.960 3.806
C -7.276 -12.546 2.545
C -6.796 -11.824 1.458
H -6.016 -8.924 3.022
H -6.900 -10.198 4.967
H -7.692 -12.522 4.653
H -7.621 -13.564 2.408
H -6.768 -12.261 0.467
F 8.257 -0.254 -5.449
C 9.214 -1.090 -5.009
C 9.075 -1.689 -3.768
C 10.062 -2.558 -3.316
C 11.181 -2.808 -4.105
C 11.311 -2.197 -5.348
C 10.320 -1.336 -5.806
H 8.201 -1.475 -3.165
H 9.960 -3.038 -2.350
H 11.952 -3.483 -3.750
H 12.185 -2.389 -5.960
H 10.400 -0.858 -6.774
F 7.270 7.703 2.002
C 6.042 8.213 2.198
C 5.729 8.781 3.422
C 4.460 9.313 3.621
C 3.516 9.262 2.599
C 3.842 8.684 1.376
C 5.113 8.161 1.172
H 6.473 8.805 4.208
H 4.207 9.768 4.573
H 2.525 9.673 2.758
H 3.105 8.640 0.582
H 5.386 7.717 0.225
F -2.174 4.722 -1.810
C -3.400 5.234 -1.618
C -3.712 5.814 -0.400
C -4.980 6.348 -0.203
C -5.926 6.286 -1.222
C -5.603 5.697 -2.440
C -4.331 5.172 -2.642
H -2.965 5.846 0.385
H -5.232 6.811 0.745
H -6.916 6.699 -1.066
H -6.341 5.646 -3.232
H -4.060 4.717 -3.587
F -10.207 -7.687 -3.463
C -10.250 -8.467 -2.370
C -11.476 -8.882 -1.879
C -11.520 -9.694 -0.751
C -10.337 -10.072 -0.121
C -9.112 -9.644 -0.621
C -9.067 -8.841 -1.756
H -12.386 -8.571 -2.378
H -12.474 -10.031 -0.363
H -10.372 -10.701 0.761
H -8.192 -9.937 -0.126
H -8.122 -8.506 -2.164
F 7.607 9.334 5.804
C 7.560 8.551 6.896
C 6.330 8.147 7.390
C 6.282 7.334 8.516
C 7.463 6.944 9.142
C 8.691 7.361 8.639
C 8.741 8.165 7.506
H 5.422 8.468 6.894
H 5.326 7.006 8.907
H 7.424 6.313 10.023
H 9.610 7.059 9.129
H 9.689 8.491 7.095
F -3.768 -1.112 -3.692
C -3.624 -2.316 -4.266
C -3.437 -2.400 -5.635
C -3.282 -3.649 -6.227
C -3.328 -4.799 -5.443
C -3.521 -4.701 -4.069
C -3.664 -3.452 -3.475
H -3.412 -1.495 -6.230
H -3.128 -3.727 -7.297
H -3.211 -5.773 -5.906
H -3.560 -5.597 -3.460
H -3.807 -3.356 -2.404
*
```

As for the HOMO energy: -8.98 eV. The total energy is -4257.35523 Ha. The value obtained for the LUMO energy is 0.4 eV.

These are the Mulliken partial charges, in e, on atoms 1 to 5:
1 C -0.60
2 O -0.31
3 C -1.07
4 C 1.28
5 O -0.56